(1)
Density functional theory data (ωB97M-V/def2-TZVPD) for C37H31CrI2NO2P as an isolated structure.

```
75
Properties=species:S:1:pos:R:3:forces:R:3
Cr 0.689442 0.739656 -0.918029 0.74 -1.07 0.20
I 1.597211 2.093667 -3.142696 0.68 -0.02 0.48
C 3.566975 1.996047 -2.268665 -0.31 0.16 -0.52
C 4.629724 2.419535 -3.016655 -0.53 -0.12 0.01
C 5.917400 2.321626 -2.474496 0.19 -0.10 0.22
C 6.091276 1.810614 -1.219157 0.04 0.09 -0.13
C 4.989359 1.420100 -0.432673 -0.36 -0.06 -0.23
C 5.176413 0.957114 0.884716 -0.24 -0.07 0.34
C 4.095162 0.695622 1.677951 0.53 -0.11 -0.14
C 2.802246 0.823577 1.157957 -0.70 0.07 -0.07
C 2.543006 1.133415 -0.158148 -0.52 0.32 -0.18
C 3.660652 1.499245 -0.957606 0.30 -0.02 -0.18
H 4.487090 2.816229 -4.008284 0.01 0.04 -0.14
H 6.759502 2.648206 -3.060302 0.14 0.04 -0.08
H 7.079647 1.711810 -0.791716 0.06 0.05 -0.03
H 6.182570 0.844107 1.260647 0.09 0.05 0.06
H 4.220032 0.377792 2.701663 0.05 0.01 0.11
H 1.988108 0.644211 1.842093 0.11 0.08 -0.03
I -1.728689 -2.444533 0.019342 -0.55 -0.30 0.22
C -3.559314 -1.485677 0.503500 0.25 -0.46 -0.43
C -4.692477 -2.179632 0.173312 0.36 0.04 0.01
C -5.948579 -1.704641 0.565713 -0.10 0.25 0.20
C -6.021658 -0.570638 1.321481 -0.03 -0.19 -0.16
C -4.861447 0.155454 1.665651 0.26 -0.16 -0.07
C -4.986358 1.285095 2.497890 0.22 0.15 0.07
C -3.889413 2.002832 2.877462 -0.38 -0.11 0.04
C -2.636951 1.651467 2.371356 0.12 -0.26 -0.25
C -2.454080 0.556454 1.544656 0.15 0.16 -0.14
P -0.702481 0.359934 1.005886 -0.15 1.12 0.73
C 0.076480 -0.475839 2.421536 0.15 -0.10 -0.48
C 0.969233 -1.500988 2.094153 -0.09 0.04 -0.01
C 1.529791 -2.284698 3.080601 0.04 -0.03 -0.06
C 1.209178 -2.046533 4.408266 -0.03 0.01 -0.02
C 0.359875 -1.004107 4.738792 -0.02 0.04 0.16
C -0.219471 -0.219161 3.754661 -0.02 0.04 -0.14
C -0.283705 2.160985 0.840895 -0.01 -0.43 -0.29
C -0.828570 2.689776 -0.353078 -0.02 -0.35 0.34
C -0.599014 4.017233 -0.701732 0.23 0.31 0.03
C 0.156643 4.824703 0.129102 -0.24 -0.13 -0.31
C 0.664105 4.323928 1.324403 0.04 -0.38 0.19
C 0.470790 2.998756 1.672325 0.06 0.11 -0.02
C -3.567298 -0.268542 1.215402 -0.31 0.16 0.14
H -4.627566 -3.112778 -0.363311 0.06 -0.07 -0.05
H -6.830457 -2.264380 0.299776 -0.12 -0.01 -0.01
H -6.971185 -0.209158 1.684217 -0.13 0.03 0.02
H -5.973337 1.556687 2.835803 -0.13 0.08 0.08
H -3.980062 2.844022 3.546250 -0.02 0.10 0.02
H -1.796434 2.277632 2.635469 -0.05 0.00 -0.01
H 1.234933 -1.657710 1.053225 -0.02 -0.10 0.04
H 2.213984 -3.077894 2.821908 0.05 -0.09 -0.03
H 1.617496 -2.683739 5.177001 0.07 0.02 0.13
H 0.134641 -0.799340 5.772443 -0.05 -0.01 0.15
H -0.896940 0.575274 4.033894 -0.06 -0.02 0.01
H -1.572147 2.112329 -0.907608 0.18 0.01 -0.05
H -1.024727 4.411716 -1.612975 -0.04 0.05 -0.02
H 0.332720 5.853472 -0.140617 0.00 0.14 -0.01
H 1.207203 4.976973 1.990998 0.09 0.02 0.03
H 0.872740 2.623128 2.603795 0.04 -0.04 0.03
O -0.782753 -0.217684 -2.421413 -0.23 0.61 -0.11
C 0.072462 -1.099714 -2.518432 -0.31 -0.43 -0.46
O 1.088998 -1.122201 -1.769843 0.67 0.47 0.67
C -0.035052 -2.217963 -3.568839 -0.56 1.07 -0.07
N 0.474451 -3.504972 -2.984696 0.52 -0.06 0.32
C -0.602297 -4.537083 -3.127820 -0.68 -0.63 -0.24
C -1.486635 -4.009819 -4.249398 0.00 0.16 0.05
C -1.465620 -2.499647 -4.028219 -0.05 -0.09 -0.04
H 0.601008 -1.931817 -4.412296 0.03 -0.13 0.17
H 0.723391 -3.339873 -1.998667 0.11 -0.06 -0.31
H 1.328241 -3.805182 -3.462067 -0.12 0.07 0.14
H -1.161624 -4.591238 -2.192620 0.19 0.08 -0.03
H -0.172546 -5.511940 -3.349035 0.15 0.08 0.15
H -2.491112 -4.417618 -4.187657 -0.02 -0.09 0.01
H -1.081318 -4.266604 -5.226587 0.07 -0.06 -0.05
H -2.170554 -2.202407 -3.249948 0.07 -0.01 -0.01
H -1.712310 -1.944669 -4.930906 0.05 0.04 0.06
```
Forces are in eV/Å.

The expectation value of S² is 0.821. As for the total charge: +2. The max |F| is 1.344 eV/A. As for the orbital gap (spin up / spin down): 6.27 / 7.10 eV. Its lowest unoccupied orbital energy (spin up / spin down) is -6.59 / -5.86 eV. The spin multiplicity is 2.

Mulliken population analysis, charges in e, atoms 1 to 5: -0.153 -0.042 0.495 -0.633 -0.665

(2)
Density functional theory data (ωB97M-V/def2-TZVPD) for C37H31GeIrN2PSSbSe4 as an isolated structure.

```
79
Properties=species:S:1:pos:R:3:forces:R:3
Ir -0.975366 0.123114 -0.029967 0.50 0.28 0.17
N -0.818501 1.169524 1.824071 -0.19 -0.11 0.00
C -0.182643 2.484208 1.805480 0.03 0.05 -0.04
C 0.061913 3.147568 2.997819 -0.03 0.07 -0.02
C 0.645318 4.404053 2.964405 -0.03 -0.04 0.04
C 0.983846 4.993137 1.752148 0.01 0.02 -0.04
C 0.750682 4.320781 0.566503 0.00 -0.01 0.03
C 0.163570 3.056942 0.590962 -0.04 -0.01 0.04
P -0.038362 2.030213 -0.874454 0.63 -0.46 0.13
C 1.604304 1.893887 -1.594908 0.00 0.17 -0.09
C 2.491363 0.971596 -1.045439 -0.02 0.03 0.08
C 3.800778 0.921659 -1.492280 0.05 0.04 -0.03
C 4.226872 1.794995 -2.483734 -0.02 0.00 0.01
C 3.345246 2.717063 -3.032217 -0.01 -0.01 -0.01
C 2.032115 2.771320 -2.591171 0.02 -0.07 -0.01
C -1.131695 2.826059 -2.050731 -0.03 -0.06 0.08
C -1.944270 3.892166 -1.672058 0.04 0.04 0.01
C -2.766173 4.491940 -2.612763 -0.04 -0.04 -0.01
C -2.791229 4.016117 -3.916326 0.02 0.00 0.02
C -2.010454 2.926658 -4.282663 0.01 0.01 0.00
C -1.183972 2.323525 -3.351270 0.03 0.01 -0.04
H -0.354106 0.586356 2.526381 -0.01 0.04 -0.07
H -1.772243 1.290510 2.176119 0.05 0.02 0.02
H -0.208374 2.687948 3.940481 0.00 -0.01 0.02
H 0.836119 4.929131 3.889975 0.01 0.00 0.02
H 1.440961 5.972064 1.736628 0.01 0.03 0.00
H 1.035020 4.766243 -0.378736 0.01 0.00 -0.01
H 2.164146 0.286441 -0.271010 -0.01 0.06 -0.05
H 4.482543 0.196930 -1.068380 0.00 0.01 0.00
H 5.249593 1.756146 -2.833158 0.02 0.00 -0.01
H 3.679171 3.394415 -3.806125 0.01 0.01 -0.01
H 1.344734 3.483398 -3.029166 -0.02 0.02 0.01
H -1.931666 4.260306 -0.653622 0.02 0.01 0.00
H -3.393905 5.323721 -2.324575 0.00 0.01 0.00
H -3.435306 4.485264 -4.647444 -0.01 0.01 -0.02
H -2.055248 2.539866 -5.291140 0.00 -0.01 -0.01
H -0.579957 1.468671 -3.632800 0.00 0.01 -0.01
S -1.480421 -2.231433 -4.099913 -0.28 -0.26 -0.22
C -1.246705 -1.411489 -2.740059 0.12 0.62 0.34
N -1.091505 -0.765560 -1.777382 0.03 -0.48 -0.34
Se -4.031067 -2.870146 -2.508593 -0.03 0.08 0.04
Sb -4.772577 -0.702956 -1.571279 0.67 0.17 -1.18
Se -4.783692 1.260701 -2.872436 -0.19 -0.19 0.06
Se -5.646278 -1.106555 0.629557 -0.03 -0.15 0.83
Se -3.209234 -0.006254 0.464868 -1.37 -0.07 0.42
C -2.817866 -5.703954 -0.069489 0.00 -0.01 0.00
C -1.486342 -5.688572 -0.454439 -0.02 0.02 -0.02
C -0.685888 -4.595405 -0.148888 -0.02 0.01 0.00
C -1.216167 -3.507987 0.546928 0.13 0.09 -0.08
C -2.556746 -3.533629 0.921553 -0.02 0.05 0.17
C -3.352025 -4.626106 0.624263 -0.02 -0.04 0.01
Ge -0.021681 -2.038868 0.979283 0.05 0.28 -0.20
C 1.730849 -2.246855 0.149690 -0.09 -0.05 0.16
C 1.878150 -2.344298 -1.234712 -0.02 -0.08 0.00
C 3.122098 -2.583663 -1.796131 0.00 0.00 0.01
C 4.238456 -2.722359 -0.981922 -0.01 -0.02 -0.01
C 4.106527 -2.630483 0.395254 0.01 0.03 0.00
C 2.859516 -2.393411 0.958858 -0.02 -0.02 -0.03
C 0.117534 -1.656842 2.888529 -0.02 -0.08 -0.08
C 1.074577 -0.763059 3.381488 0.07 -0.07 0.02
C 1.129652 -0.455286 4.733869 -0.01 0.01 0.01
C 0.226789 -1.039621 5.612886 -0.01 0.00 0.00
C -0.721227 -1.934681 5.138788 -0.01 0.02 0.00
C -0.779217 -2.238391 3.785071 0.02 0.02 -0.02
H -3.442854 -6.552302 -0.314919 0.00 -0.02 0.01
H -1.066339 -6.525136 -0.996703 0.00 -0.01 0.00
H 0.353624 -4.602119 -0.451745 0.02 0.02 -0.01
H -3.000968 -2.698660 1.452763 0.03 0.00 -0.05
H -4.392155 -4.627395 0.923008 -0.01 -0.01 0.00
H 1.019447 -2.246920 -1.883992 -0.04 0.01 -0.02
H 3.218458 -2.665456 -2.870326 0.00 0.00 -0.03
H 5.208943 -2.911614 -1.420667 0.02 -0.01 -0.01
H 4.970426 -2.756171 1.034233 0.01 0.00 0.01
H 2.771393 -2.352338 2.036464 0.00 0.00 0.03
H 1.797482 -0.313065 2.707898 0.00 0.04 -0.03
H 1.881820 0.229674 5.102518 0.02 0.01 0.00
H 0.268136 -0.803014 6.667389 0.01 0.00 0.02
H -1.416109 -2.400363 5.824383 -0.02 0.00 0.01
H -1.521637 -2.941894 3.429220 -0.01 -0.02 0.00
```
Forces are in eV/Å.

The expectation value of S² is 0.757. As for the total charge: +1. The max |F| is 1.431 eV/A. As for the orbital gap (spin up / spin down): 6.10 / 5.96 eV. Its lowest unoccupied orbital energy (spin up / spin down) is -4.35 / -4.52 eV. The spin multiplicity is 2.

Mulliken population analysis, charges in e, atoms 1 to 5: 1.882 -0.335 0.040 -0.469 -0.752

(3)
Density functional theory data (ωB97M-V/def2-TZVPD) for C37H31N2O3P2ReS2 as an isolated structure.

```
78
Properties=species:S:1:pos:R:3:forces:R:3
Re 0.612639 -0.473457 -2.219618 -0.89 0.10 1.40
S -1.662379 2.539752 -0.695821 -0.33 0.49 -0.13
P -0.909857 1.154826 0.453516 0.63 -0.26 -0.34
C -0.253650 -0.294892 -0.386965 0.12 -0.50 -0.36
P -0.634979 -1.896340 0.374242 0.74 0.36 -0.18
S -2.190847 -2.796923 -0.371430 -0.39 -0.42 -0.20
C -0.743318 -1.862925 2.207215 -0.08 -0.08 -0.19
C 0.300900 -1.356011 2.969604 -0.04 -0.06 -0.07
C 0.241208 -1.422124 4.348096 0.16 0.09 0.07
C -0.852804 -2.000537 4.972461 -0.02 -0.02 0.08
C -1.886730 -2.521128 4.213542 0.10 -0.08 0.12
C -1.828733 -2.458456 2.833199 -0.04 -0.04 -0.11
C 0.878081 -2.938304 0.260130 -0.35 0.16 -0.15
C 2.147111 -2.469415 -0.050251 -0.11 0.25 0.04
C 3.221145 -3.341125 -0.086772 0.18 -0.09 0.02
C 3.042314 -4.679797 0.215871 0.12 0.06 -0.05
C 1.778760 -5.148390 0.537373 -0.07 -0.13 0.02
C 0.698974 -4.286158 0.554462 0.04 -0.07 -0.01
C 0.422028 1.826427 1.501242 -0.21 -0.10 -0.21
C 1.689306 1.265640 1.461248 -0.09 0.04 -0.11
C 2.646813 1.658881 2.376737 0.19 0.03 0.13
C 2.350062 2.638564 3.310483 0.09 0.02 0.00
C 1.118924 3.275213 3.279625 -0.09 0.09 0.13
C 0.152069 2.873550 2.375280 0.08 0.00 -0.08
C -2.192144 0.609400 1.637196 0.03 0.16 -0.36
C -2.163037 0.803109 3.011784 0.04 0.02 -0.02
C -3.245683 0.411529 3.779083 0.01 0.11 0.08
C -4.347222 -0.182061 3.184266 -0.05 0.03 0.04
C -4.382090 -0.368845 1.812513 -0.06 -0.02 0.05
C -3.310797 0.037099 1.041602 0.01 0.13 -0.06
H 1.150488 -0.903381 2.481389 0.11 -0.05 0.03
H 1.057702 -1.026209 4.936049 0.05 0.05 0.06
H -0.892440 -2.046655 6.050775 -0.01 -0.02 0.12
H -2.735342 -2.985615 4.695640 -0.08 0.00 0.04
H -2.629360 -2.861332 2.226943 0.01 0.01 -0.04
H 2.312448 -1.420063 -0.279636 -0.05 -0.12 0.04
H 4.194074 -2.965788 -0.366239 0.10 0.00 -0.03
H 3.884157 -5.358036 0.189723 0.03 -0.03 -0.03
H 1.628385 -6.196662 0.752702 0.00 -0.08 0.05
H -0.293205 -4.654592 0.784427 -0.02 0.01 -0.04
H 1.898887 0.525241 0.699872 0.05 -0.07 0.12
H 3.618295 1.185719 2.379215 0.10 0.00 -0.04
H 3.081524 2.916474 4.056659 0.08 0.06 0.00
H 0.904590 4.072457 3.978140 -0.01 0.05 0.04
H -0.813465 3.360609 2.337847 -0.05 0.02 0.04
H -1.292812 1.231999 3.487101 -0.01 -0.02 0.03
H -3.222946 0.567909 4.848813 0.01 -0.04 0.07
H -5.176582 -0.501585 3.797130 -0.13 -0.03 0.06
H -5.239110 -0.829771 1.344132 -0.06 -0.06 -0.04
H -3.321607 -0.087414 -0.031802 -0.10 -0.02 -0.02
N -1.540871 0.509545 -3.343517 0.49 -0.08 0.11
C -2.379777 -0.673669 -3.450770 0.03 -0.32 -0.30
C -1.548236 -1.944580 -3.740294 -1.63 0.61 -0.48
O -2.014248 -2.805720 -4.478020 0.24 0.06 0.31
N -0.357762 -1.987807 -3.123966 0.74 0.16 -0.05
C 0.456004 -3.142795 -3.397788 0.89 -0.49 -0.12
C 1.949864 -2.721684 -3.510059 -0.89 -2.08 -0.56
O 2.775117 -3.542489 -3.867987 0.04 0.22 0.09
O 2.192387 -1.505677 -3.205328 -0.27 2.19 0.90
H -1.325092 0.926744 -4.242451 -0.05 -0.05 0.10
H -1.901932 1.222620 -2.710076 0.17 -0.10 0.01
H -2.880073 -0.841958 -2.491698 0.08 0.01 -0.06
H -3.140581 -0.589945 -4.237986 0.12 -0.12 0.18
H 0.391224 -3.864741 -2.568736 -0.04 0.06 -0.19
H 0.133712 -3.649162 -4.318253 0.16 0.15 0.29
C 1.324124 1.438154 -2.204629 0.15 0.28 -0.54
C 1.471887 2.597335 -2.581984 0.07 -0.98 0.49
C 1.566282 3.926123 -3.048887 -0.05 0.50 -0.25
C 1.824167 5.000840 -2.192420 -0.01 -0.18 0.03
C 1.851021 6.292657 -2.680519 0.04 0.17 0.03
C 1.622143 6.543477 -4.024463 -0.01 0.09 -0.02
C 1.369218 5.485319 -4.883332 -0.01 0.10 -0.14
C 1.346266 4.190715 -4.406993 0.02 -0.08 0.10
H 1.990910 4.804350 -1.143895 -0.02 -0.03 0.09
H 2.044509 7.116692 -2.006266 0.01 0.01 0.04
H 1.634500 7.558009 -4.401250 0.01 0.02 0.01
H 1.181981 5.673529 -5.932308 0.01 0.00 -0.04
H 1.153508 3.363708 -5.074916 -0.02 -0.06 -0.02
```
Forces are in eV/Å.

The expectation value of S² is 3.849. As for the total charge: -1. The relative energy (zero: lowest compared OMol25 entry of this formula, charge and spin) is 49.60 kcal/mol. The max |F| is 2.380 eV/A. As for the orbital gap (spin up / spin down): 6.40 / 7.39 eV. Its lowest unoccupied orbital energy (spin up / spin down) is 1.84 / 1.93 eV. The spin multiplicity is 4.

natural (NBO) population analysis, charges in e, atoms 1 to 5: 1.477 -0.641 1.396 -1.252 1.356

- Number 1 is which compound?
  C37H31CrI2NO2P